This record from the Open Molecules 2025 dataset describes a cluster of 12 separate species, C50H109O34P3S5 in total at a distorted geometry. The level of theory is the ωB97M-V functional and the def2-TZVPD basis.

Results
HOMO-LUMO gap in eV: 9.61
HOMO energy in eV: -9.570
Net charge: 0
LUMO energy in eV: 0.041

XYZ file:
```
201
Properties=species:S:1:pos:R:3:forces:R:3
C 7.21833 3.86061 0.73475 1.0 2.0 1.0
H 9.87585 4.74999 1.72876 0.0 0.2 0.0
C 4.46733 4.44404 3.34776 -1.5 -1.1 1.0
C -0.65187 -0.04276 -2.40581 -0.4 0.9 -0.7
H -6.87158 0.04697 -3.43561 -0.8 -0.2 -0.2
C 1.77635 7.87973 -1.59586 -1.8 1.6 1.2
C 3.41923 -0.73353 4.62220 2.0 0.2 -1.8
C 3.26324 6.68936 3.34345 0.9 -0.8 0.5
O -1.35592 -3.62558 -5.56408 0.0 3.1 1.1
H -7.99250 -1.09506 6.03197 -0.6 0.9 0.3
H 0.14067 -5.30339 -5.53065 0.1 -0.2 -0.1
O -2.73666 -4.25951 4.42977 -0.4 -1.7 -2.8
H -1.24047 -8.92762 1.30981 0.1 -0.1 -0.4
O 4.98728 -0.18345 -6.53210 -1.8 -0.7 1.4
C 4.65482 5.91702 3.42196 -0.5 1.6 -1.6
H -8.07957 -0.44734 -2.16401 0.4 -0.5 0.1
H -6.96552 -0.97035 7.47700 -0.3 0.1 0.1
H 2.16914 -3.97302 -0.82448 -0.2 0.5 0.5
H -2.68359 -8.15567 3.01442 -0.1 -0.1 0.1
H -0.87143 -2.74167 -1.25063 0.5 0.1 -0.3
H -1.22357 5.52454 2.81557 -0.4 -0.5 0.1
H 1.63950 -1.24408 -9.99164 -0.2 -0.6 -0.1
H 3.54678 -1.53637 5.34834 -0.6 0.1 -0.1
H -5.57737 -5.80084 5.71856 1.0 -0.6 1.5
O -4.39969 -0.40125 -0.16989 -2.4 1.0 -1.1
C -5.59612 2.04508 0.90654 -0.6 0.3 -0.5
O 1.60037 8.20913 -0.44462 0.7 -0.3 0.4
H -5.33870 -2.21168 -3.95675 0.0 0.0 0.2
C -7.18591 0.13225 -2.39541 -0.1 0.4 -1.3
P -1.81698 -2.11668 -5.04743 0.3 -0.2 -0.8
H 5.19254 6.21727 2.52261 0.1 0.1 0.0
C 0.08174 -5.02453 -6.58272 -0.4 -0.7 -0.4
H 0.73223 -1.88511 -8.55469 -0.1 1.0 0.1
H -0.72910 -4.30108 4.92557 0.0 0.0 -0.3
H -0.09926 -7.61576 1.51434 -0.2 0.4 -0.3
C -0.30979 -3.59348 -6.60356 -0.4 -0.5 0.3
C 1.70807 -1.68422 -8.99682 0.5 -0.8 0.3
H 3.47531 -2.40299 3.23191 0.5 0.1 -0.6
C 4.21935 -1.76016 -2.39134 0.0 0.5 0.7
H 5.14407 1.58760 -0.55649 1.0 -0.2 0.5
O -2.34944 -1.22976 -6.12201 1.4 -0.7 1.0
C 2.14842 5.77321 3.95094 0.7 0.2 -0.3
H 8.94481 4.63856 3.24125 0.4 0.3 0.1
H -4.69960 -0.59306 4.21386 -0.1 -0.1 -0.9
O -7.82435 0.90788 3.91390 1.3 0.3 -0.9
H 4.76471 3.24973 -0.20581 0.0 0.1 1.0
O 0.73748 1.18847 0.50643 -2.8 -2.3 1.5
S 2.64216 4.06222 3.32384 0.6 4.2 -0.8
H 2.67552 -0.98018 2.53067 -0.3 -0.2 0.2
O -5.48161 1.93061 4.30327 0.4 0.6 -1.2
H 8.48383 5.84113 2.05367 -0.3 -0.3 -0.5
H -5.66566 -5.98517 4.17454 0.3 -0.6 -1.0
H 0.13361 -3.72965 -3.09772 -0.3 -0.2 -0.3
H 3.40260 2.04197 -7.74855 -0.5 0.0 -0.5
H 3.66242 -0.80645 -8.68383 0.2 -0.5 0.3
H 0.04747 -3.64040 0.90561 0.3 0.7 -0.6
C 4.71031 0.17094 4.80112 0.0 0.7 0.7
O 0.94224 -1.09056 0.89322 -1.3 2.0 0.9
H 2.12249 -2.69094 -8.94343 0.3 -0.2 -0.9
H 1.95529 2.08559 -0.82031 -0.3 -0.1 -0.2
O 3.71427 -1.69317 -4.67386 -2.3 2.2 -3.4
H 2.60399 1.82022 0.75558 0.5 -0.3 -0.1
O -6.11341 1.21750 -0.13001 1.1 -3.2 -2.1
H -1.84299 -2.00663 4.83115 -0.5 -0.6 -0.6
H 0.28875 10.33183 -2.00168 -0.6 -0.8 -0.1
H 3.07173 6.94997 2.30252 -0.3 -0.5 -0.1
H -1.61541 -0.43568 -2.08134 -0.3 0.0 -0.5
H -5.87516 1.07916 6.75381 0.8 -0.6 -0.2
H 5.40896 -0.86271 -4.00282 0.4 -0.1 0.5
O 5.98868 -1.71918 2.47457 -1.2 1.6 -1.0
H -3.20705 -4.43864 -4.01406 0.0 0.0 1.2
O -5.98312 -0.35428 -1.80681 0.7 0.3 2.2
P 3.68071 -0.59517 -5.90330 1.6 0.6 0.7
C 5.32297 0.69552 3.44480 -2.0 -1.2 0.0
H -2.81026 -2.44822 6.23076 0.0 -0.2 0.0
H 0.56073 0.24146 -4.19434 0.1 -0.8 -0.5
O -0.56378 -1.66482 -4.11779 -0.6 1.2 -2.2
C -1.71821 -4.13026 5.35054 1.2 1.4 0.9
H -2.20170 3.37621 1.61395 -0.1 0.3 -0.1
H 1.15348 6.09408 3.64235 0.0 -0.5 -0.5
S 4.94051 -0.69816 2.22596 1.2 -1.1 1.0
H -6.47508 -8.17979 5.19615 0.1 -0.4 0.3
C -0.79803 -3.82752 -1.19033 -0.7 0.4 0.9
H -1.07370 -8.45487 3.63976 0.2 0.5 0.3
O 1.45505 8.65709 -2.60988 0.1 1.1 -2.2
H 4.62635 1.49070 3.17925 0.3 0.3 -0.5
H 5.39056 -0.23505 5.54981 0.6 -1.0 -0.9
C 8.88295 4.83359 2.17063 0.6 0.3 1.0
H 4.77635 3.98746 2.40746 0.5 -0.2 0.4
H -3.32227 5.82563 -0.84048 0.2 -0.1 -0.4
O 8.10691 3.75292 1.74941 -1.1 -2.3 -0.7
C 3.50118 -1.31579 3.15816 -0.9 0.5 0.3
O -1.62630 -6.45743 3.39354 -0.7 3.0 2.1
H -0.86880 -3.26486 -7.47969 0.6 0.1 -0.3
C -2.28799 5.85417 -0.49765 -0.1 -1.2 1.3
H 2.29876 4.73212 -1.73182 -0.2 0.3 0.0
H 3.48425 -0.95940 -2.31075 -0.1 0.1 0.0
O 4.58186 -0.26074 0.84997 0.8 -0.7 2.6
O -2.96261 -2.36723 -3.96601 2.1 -0.4 -0.7
C 2.70083 2.49719 -7.04970 0.6 0.2 -0.2
O 2.09250 6.71680 -2.06081 1.0 -0.5 -1.3
H 0.04058 -0.54325 -1.72897 0.6 -0.1 -0.6
C -1.15857 -7.86907 1.55655 -0.3 -1.0 0.9
H -0.78501 -5.48874 -7.05322 0.5 -1.0 0.0
H -6.29612 -1.26221 3.49229 0.4 0.2 -0.1
H 1.65221 2.35362 -7.31022 0.1 -0.7 0.2
C 2.26174 5.66116 -1.16294 -0.4 -0.9 1.6
H 2.07271 5.73831 5.03775 0.6 0.0 0.1
H 3.44632 7.67119 3.78002 -0.6 -0.2 0.6
C -1.87858 -2.65717 5.70500 0.7 1.0 0.8
C -1.65637 -7.79135 3.00076 -0.5 -1.3 -1.8
C -1.87266 -1.05734 1.73529 1.1 -1.0 -0.1
C 1.48982 -4.74738 -0.46814 -1.0 0.5 -1.6
O 2.30661 4.14676 1.90084 -0.2 -1.2 0.9
C 1.22008 10.07011 -2.50390 -0.5 0.3 1.7
H -1.14358 -1.80985 2.03574 -0.3 -0.4 -0.1
H -7.37363 1.58428 6.67785 -1.1 -0.3 -0.8
S -6.46706 0.90454 4.44810 -2.3 -0.2 2.8
H 4.79525 4.03844 4.30486 0.4 -0.8 -0.5
O -3.84497 -5.46847 2.46497 0.6 0.2 0.4
C -0.42043 -0.17106 -3.95930 -0.7 -1.1 3.2
C -5.98799 -1.40880 5.65975 -0.3 0.3 -0.5
H 5.90554 3.05202 -1.36014 -0.1 -0.7 -0.7
H 0.62746 -3.06361 -6.43360 -0.6 1.1 0.6
H -0.20450 5.78666 1.48737 0.0 0.0 -0.5
H 1.05327 -5.24316 -7.02590 -0.3 0.0 -0.4
S -1.61657 4.00157 -0.61173 -0.1 2.4 -0.7
H -3.29386 6.11465 1.46273 0.0 -1.2 0.1
C 0.04073 -4.26999 0.01586 1.3 -1.8 0.4
H -7.51766 1.16560 -2.29437 0.9 0.2 0.8
C -5.41568 -8.02116 4.99462 -0.8 1.3 0.0
H 2.08501 -5.48090 0.07574 -0.5 0.0 0.4
H -5.20084 2.92133 0.39267 0.2 0.1 0.3
H -2.19910 7.25734 1.23262 0.7 0.3 -0.5
H -4.74487 -8.57621 5.65040 -0.3 0.3 0.4
O 2.79502 0.68136 -5.40758 0.1 -1.8 0.5
C 3.17203 1.99862 -5.69208 0.6 1.5 0.1
C 2.67625 -0.82854 -8.22007 -1.2 1.4 -1.4
H -2.56787 -1.42068 0.97848 0.4 0.1 -0.2
H 2.84131 2.66933 -4.89905 -0.5 -0.3 0.2
H -6.54642 2.28392 1.38400 0.5 0.4 0.7
H -1.83357 -7.30872 0.90964 0.4 0.2 -0.1
O -2.70335 3.09429 -0.94952 0.8 0.5 0.2
C -3.74234 -3.51228 -4.22252 -0.3 -0.8 -0.7
C -5.41346 0.08889 -0.65643 0.4 1.5 1.2
H -1.67741 6.53206 -1.09411 0.1 -0.3 0.0
H -5.11542 -1.28717 6.30156 0.4 -0.8 -0.5
O 6.98559 4.95416 0.30408 -1.1 0.4 -1.2
H -1.07188 -2.14047 6.22494 0.2 -0.8 0.8
S 1.10833 -5.55605 -2.09660 0.7 2.9 -0.6
H 1.88344 10.55653 -1.78876 0.8 -0.2 -0.5
H 2.80876 3.57520 -7.16953 0.4 0.1 0.4
H 3.12636 5.72317 -0.50210 0.4 0.4 -0.4
O 2.14693 -5.25025 -3.10952 -1.4 -0.8 1.7
C -6.78622 0.77946 6.23590 0.9 0.7 0.2
H -1.17994 -4.96558 -2.94621 0.6 -0.4 -0.3
H 2.50457 0.43441 -0.41816 -0.3 -0.1 0.3
H -1.19877 0.35875 -4.50848 0.1 -0.2 -0.1
H -2.48683 -0.84051 2.60929 0.3 0.9 0.0
H -0.43022 3.44688 1.42291 -0.1 -0.5 -0.3
C 0.28423 -0.05463 0.96860 -0.4 -0.5 -2.1
H 1.42639 5.66505 -0.46275 -0.2 -0.4 -0.2
O 0.68271 -6.87824 -1.80895 -0.3 -1.9 0.0
H 5.31942 6.22904 4.22759 -0.5 -0.1 0.4
O -3.73183 -6.46921 4.78176 0.8 0.2 1.0
C -1.37097 3.95418 1.20904 1.7 0.1 0.4
H -5.21371 -8.41488 3.99848 -0.1 0.3 -0.1
P -3.00331 -5.64180 3.65902 -0.8 -0.2 -1.1
H 6.36842 0.98701 3.34401 -0.2 -0.2 0.3
C -2.28992 6.18753 1.04456 -0.4 1.4 -1.1
C -7.07040 -0.67449 6.43318 -0.4 -1.1 0.4
C 5.58982 2.57453 -0.43254 -0.7 2.2 -2.0
O 2.26630 3.02840 4.24051 -0.2 -0.7 -0.3
H -0.66686 1.01787 -2.15490 0.1 0.1 0.2
H 1.15910 10.57182 -3.46965 0.6 -0.7 -0.1
O 2.66414 -1.23653 -6.89634 0.2 -1.7 1.4
H -0.42773 -5.16145 0.43293 0.0 -0.4 -0.2
H -3.95934 -3.73875 -5.26642 0.1 1.0 -0.6
H -4.93172 -3.14899 -2.47418 0.0 0.2 0.0
C -0.32762 -4.48701 -2.46388 0.8 0.6 -0.3
O -0.39997 4.02411 -1.46416 -1.8 -0.3 1.9
O 6.71581 2.71008 0.40081 0.3 -2.0 1.6
H 3.69789 -2.69200 -2.17258 0.2 -0.1 -0.1
C -5.13718 -6.48061 4.98901 -0.8 -1.4 -1.5
C 2.02782 1.33564 -0.03266 0.8 0.6 0.1
O -1.08903 0.04178 1.23913 2.0 1.4 -0.1
H 4.43389 1.00431 5.44703 -0.4 0.7 -0.6
C -5.77714 -0.73660 4.29384 0.7 0.6 0.5
H 2.47608 -0.19195 4.69480 0.3 0.0 0.4
H -5.74201 -3.91781 -3.83888 -0.3 0.0 0.2
H -4.84515 1.60870 1.56511 -0.2 -0.3 -0.2
H 4.25975 2.03688 -5.63283 0.1 0.2 -0.3
H 4.97826 -1.53964 -1.64066 0.0 -0.3 0.1
H -1.84424 -4.10506 -1.06182 0.0 -0.2 0.5
H -6.31393 -2.40013 5.34491 0.5 -0.4 1.1
C 4.78761 -1.72612 -3.76496 0.6 -0.4 -0.8
C -1.19825 5.41139 1.73176 -0.6 -0.9 -0.5
H -1.83603 -4.88223 6.13078 -0.1 0.4 0.5
H 5.26287 -2.64609 -4.10540 0.8 0.1 0.8
H 2.33545 0.20608 -8.25919 -0.1 0.2 0.0
C -4.99959 -3.16937 -3.56188 -1.8 -1.0 0.6
```
Positions in Å, forces in eV/Å.